1.
C28H63N3O8S8 | ωB97M-V/def2-TZVPD

Cartesian coordinates (Å):
C (4.4097, 0.2644, 2.3208)
S (4.6272, -0.8504, 0.9397)
O (4.4883, -0.0975, -0.3901)
C (6.4218, -1.2201, 1.2913)
H (5.3005, 0.8906, 2.3705)
H (4.4866, -0.2475, 3.2800)
H (3.4950, 0.8527, 2.2485)
H (6.6852, -1.5024, 2.3106)
H (7.0614, -0.3845, 1.0072)
H (6.6255, -2.1287, 0.7246)
C (0.2226, -0.1097, 1.5945)
S (0.0038, -1.2095, 0.0256)
O (0.4902, -0.3361, -1.1580)
C (-1.7880, -1.0056, 0.0180)
H (-0.5688, 0.6395, 1.5741)
H (1.1197, 0.4917, 1.7417)
H (0.0294, -0.8066, 2.4101)
H (-2.3317, -1.3741, 0.8879)
H (-2.1247, -1.4162, -0.9339)
H (-1.9731, 0.0634, -0.0879)
C (1.6444, -2.6432, 3.6595)
S (1.1868, -4.0359, 2.5134)
O (-0.0091, -3.5341, 1.7478)
C (2.6033, -4.0431, 1.3008)
H (1.7652, -1.6604, 3.2037)
H (2.4704, -2.8184, 4.3488)
H (0.7848, -2.3987, 4.2834)
H (2.7963, -3.0401, 0.9201)
H (2.3117, -4.5907, 0.4046)
H (3.5357, -4.4138, 1.7265)
C (-4.2219, 2.5082, 4.1013)
S (-2.3960, 2.7810, 4.1772)
O (-2.0393, 1.4237, 3.6726)
C (-2.3102, 3.9520, 2.7105)
H (-4.4625, 2.0482, 5.0598)
H (-4.5338, 1.8943, 3.2564)
H (-4.5459, 3.5443, 4.0040)
H (-1.6141, 4.7543, 2.9551)
H (-3.2392, 4.4644, 2.4605)
H (-1.7776, 3.6155, 1.8210)
C (-0.7088, 0.2051, -4.6394)
S (-0.9696, 1.9738, -5.2140)
O (-2.2834, 2.3970, -4.7299)
C (0.2877, 2.6977, -4.0146)
H (-0.8713, 0.1265, -3.5645)
H (0.3003, -0.1602, -4.8301)
H (-1.4052, -0.4054, -5.2141)
H (1.2978, 2.5238, -4.3855)
H (0.3350, 2.3086, -2.9975)
H (0.2464, 3.7864, -4.0463)
C (-1.6906, -4.9047, -2.1597)
S (-1.9899, -4.4976, -3.9126)
O (-2.9583, -3.3072, -4.1335)
C (-0.3199, -3.8143, -4.1887)
H (-1.9055, -4.0936, -1.4641)
H (-0.7237, -5.3367, -1.9018)
H (-2.4225, -5.6762, -1.9205)
H (-0.0090, -3.0770, -3.4486)
H (-0.2931, -3.4863, -5.2279)
H (0.3625, -4.6500, -4.0337)
C (-2.1615, 3.2249, -1.5707)
S (-3.9141, 3.0700, -1.2322)
O (-4.0494, 3.5972, 0.2132)
C (-4.7570, 4.1696, -2.4630)
H (-1.8819, 3.7969, -0.6860)
H (-1.9837, 3.8282, -2.4609)
H (-1.7838, 2.2054, -1.6482)
H (-4.5224, 4.0895, -3.5244)
H (-4.4988, 5.1865, -2.1672)
H (-5.8345, 4.0596, -2.3406)
C (2.9225, 4.8524, 0.7515)
S (1.4689, 3.7624, 0.4056)
O (0.5096, 4.4622, -0.5142)
C (2.4444, 2.6765, -0.7355)
H (3.9019, 4.5912, 1.1521)
H (2.4726, 5.5070, 1.4980)
H (2.9368, 5.3693, -0.2081)
H (1.8823, 1.7676, -0.9500)
H (3.4448, 2.3937, -0.4078)
H (2.6794, 3.3559, -1.5548)
N (-4.7395, -1.9883, -2.6019)
C (-4.4051, -1.0156, -1.7305)
C (-5.3514, -1.0865, -0.7793)
C (-6.2438, -2.1515, -0.9959)
C (-5.8505, -2.6742, -2.1864)
H (-4.0275, -2.2303, -3.2761)
H (-3.6531, -0.2511, -1.8586)
H (-5.5746, -0.3519, -0.0198)
H (-7.0675, -2.5672, -0.4347)
H (-6.1461, -3.5830, -2.6895)
N (2.7581, -1.9757, -2.9477)
C (2.7827, -3.3905, -2.9164)
C (3.4675, -3.8597, -3.9384)
C (3.8657, -2.7831, -4.6967)
C (3.5214, -1.6313, -4.0512)
H (2.4222, -1.3064, -2.2700)
H (2.4405, -3.8692, -2.0108)
H (3.5203, -4.9111, -4.1798)
H (4.3575, -2.8239, -5.6573)
H (3.5812, -0.5538, -4.0922)
N (0.1196, 1.1845, 6.7081)
C (0.8558, 0.7538, 5.5909)
C (2.0640, 0.3471, 6.0044)
C (2.1163, 0.6134, 7.3662)
C (0.9572, 1.0796, 7.8394)
H (-0.8358, 1.4714, 6.8664)
H (0.3919, 0.7774, 4.6159)
H (2.9323, 0.0925, 5.4149)
H (2.9050, 0.3908, 8.0696)
H (0.6511, 1.3976, 8.8251)

Forces on atoms 1 to 6 (eV/Å):
C 0.878 0.737 0.393
S 0.170 -0.061 -1.218
O 0.608 -0.717 2.240
C -0.344 -0.254 -0.425
H -0.207 0.574 -0.351
H -0.505 -0.547 -0.164

- Strongest force on any atom: 0.094 Eh/bohr
- Gap between HOMO and LUMO: 0.2756 Eh
- Calculated total energy: -5055.9414 Ha
- HOMO level: -7.564 eV
- Energy above the lowest of the compared OMol25 structures with the same formula, charge and spin: 0.468 eV

2.
C28H64B2InNO28P | ωB97M-V/def2-TZVPD

Cartesian coordinates (Å):
C (3.7293, -2.7688, 0.9689)
C (2.5321, -1.8730, 0.6410)
O (1.4256, -2.2282, 1.4136)
In (-0.3693, -1.4897, 0.5870)
B (0.1701, 0.5771, -0.3347)
C (0.3929, 0.8760, -1.8719)
O (0.2642, 1.6349, 0.5455)
B (-1.9666, -1.0429, 2.1905)
N (-3.2247, -0.3947, 1.7317)
O (-1.7783, -1.3127, 3.5416)
P (-1.4099, -3.1132, -1.0973)
C (-0.0570, -4.1080, -1.9139)
O (-2.0227, -2.2161, -2.4184)
H (4.2891, -2.3510, 1.8088)
H (3.3632, -3.7469, 1.2851)
H (4.4078, -2.9120, 0.1248)
H (2.3269, -1.9329, -0.4443)
H (2.8174, -0.8209, 0.8250)
H (-0.5332, 0.7600, -2.4380)
H (0.7460, 1.9137, -2.0051)
H (1.1707, 0.2322, -2.2827)
H (0.1382, 2.4775, 0.0864)
H (-4.0148, -1.0304, 1.6753)
H (-3.4718, 0.4101, 2.3043)
H (-2.6393, -1.5868, 3.8918)
H (0.9239, -3.6991, -1.6788)
H (-0.1416, -5.1443, -1.5946)
H (-0.2083, -4.0537, -2.9934)
H (-2.9572, -2.4111, -2.4460)
C (-1.9787, 2.2660, 5.6219)
O (-3.0301, 2.0000, 6.5624)
C (-4.2518, 2.2010, 6.0882)
O (-4.5370, 2.5780, 4.9833)
O (-5.1342, 1.9127, 7.0581)
C (-6.4951, 2.0871, 6.6559)
H (-1.0401, 2.0643, 6.1280)
H (-2.0598, 1.6092, 4.7588)
H (-1.9961, 3.3091, 5.3129)
H (-6.7362, 1.4343, 5.8197)
H (-6.6872, 3.1238, 6.3856)
H (-7.1005, 1.8157, 7.5167)
C (9.0137, -3.0211, -0.8364)
O (8.0485, -2.0663, -0.3969)
C (8.5213, -0.8348, -0.2310)
O (9.6601, -0.4827, -0.4187)
O (7.5216, -0.0592, 0.1750)
C (7.8848, 1.3027, 0.3946)
H (8.4830, -3.9642, -0.9239)
H (9.4209, -2.7389, -1.8057)
H (9.8170, -3.1198, -0.1084)
H (8.2508, 1.7562, -0.5251)
H (8.6421, 1.3779, 1.1734)
H (6.9868, 1.8221, 0.7142)
C (1.9260, -0.3953, -6.4400)
O (0.7931, -1.1039, -6.9451)
C (-0.2748, -1.0555, -6.1389)
O (-0.3352, -0.4895, -5.0849)
O (-1.2601, -1.7550, -6.7025)
C (-2.4505, -1.7901, -5.9020)
H (2.7200, -0.5016, -7.1752)
H (1.6941, 0.6619, -6.3196)
H (2.2567, -0.8117, -5.4906)
H (-2.8412, -0.7844, -5.7574)
H (-2.2480, -2.2486, -4.9351)
H (-3.1691, -2.3868, -6.4573)
C (10.1296, 2.4189, 7.0936)
O (10.2281, 2.7254, 5.7015)
C (10.7511, 1.7460, 4.9629)
O (11.1306, 0.6811, 5.3740)
O (10.7801, 2.1520, 3.6959)
C (11.3122, 1.1894, 2.7807)
H (9.6921, 3.2942, 7.5645)
H (9.4847, 1.5570, 7.2525)
H (11.1145, 2.2287, 7.5159)
H (10.7079, 0.2846, 2.7785)
H (12.3449, 0.9518, 3.0285)
H (11.2766, 1.6410, 1.7939)
C (-1.6345, 2.5301, 13.5636)
O (-2.3065, 3.2519, 12.5317)
C (-2.8950, 2.4724, 11.6170)
O (-2.8910, 1.2691, 11.6224)
O (-3.4776, 3.2539, 10.7179)
C (-4.1463, 2.5484, 9.6562)
H (-1.2084, 3.2776, 14.2268)
H (-2.3345, 1.9063, 14.1164)
H (-0.8395, 1.9140, 13.1478)
H (-4.9407, 1.9238, 10.0610)
H (-3.4407, 1.9457, 9.0959)
H (-4.5721, 3.3071, 9.0133)
C (-8.4342, 2.0965, -1.7993)
O (-7.0747, 2.4831, -1.9759)
C (-6.1787, 1.5422, -1.6447)
O (-6.4416, 0.4397, -1.2334)
O (-4.9714, 2.0396, -1.8413)
C (-3.8876, 1.1450, -1.5158)
H (-9.0332, 2.9518, -2.0994)
H (-8.6799, 1.2439, -2.4286)
H (-8.6365, 1.8579, -0.7561)
H (-3.9262, 0.2509, -2.1337)
H (-3.9041, 0.8746, -0.4622)
H (-2.9722, 1.6868, -1.7324)
C (-11.6067, -4.4651, -4.7619)
O (-11.2750, -3.6654, -3.6270)
C (-10.0786, -3.0737, -3.7090)
O (-9.3150, -3.1704, -4.6337)
O (-9.8887, -2.3669, -2.6017)
C (-8.6325, -1.6747, -2.5440)
H (-12.5907, -4.8794, -4.5622)
H (-11.6411, -3.8577, -5.6645)
H (-10.8880, -5.2728, -4.8871)
H (-8.5504, -0.9632, -3.3632)
H (-7.8032, -2.3770, -2.5798)
H (-8.6097, -1.1443, -1.5984)
C (6.3362, 0.5442, -11.4594)
O (5.3100, 0.2821, -10.5017)
C (4.0711, 0.4553, -10.9655)
O (3.7814, 0.8005, -12.0816)
O (3.2192, 0.1811, -9.9826)
C (1.8401, 0.3249, -10.3380)
H (7.2777, 0.3647, -10.9489)
H (6.2476, -0.1271, -12.3115)
H (6.2932, 1.5783, -11.7960)
H (1.5766, -0.3572, -11.1435)
H (1.6236, 1.3507, -10.6297)
H (1.2594, 0.0730, -9.4549)

Forces on atoms 1 to 6 (eV/Å):
C 0.001 -0.002 0.240
C -0.097 -0.146 0.102
O -0.070 -0.040 -0.381
In 0.140 0.828 0.247
B 0.240 -0.600 -0.091
C 0.057 0.783 0.395

- Charge: -1
- Strongest force on any atom: 0.019 Eh/bohr
- Gap between HOMO and LUMO: 0.1968 Eh
- Calculated total energy: -3848.1166 Ha
- HOMO level: -3.355 eV

3.
C28H64B3BrN8O13 | ωB97M-V/def2-TZVPD

Cartesian coordinates (Å):
O (0.1854, 0.2514, 0.0369)
C (0.4464, 0.3487, -1.2691)
O (1.1940, 1.5635, -1.7345)
C (0.0595, -0.7436, -2.4280)
C (-1.4203, -0.5535, -3.1034)
C (-1.8219, 0.9864, -3.4907)
B (-3.3512, 1.2340, -2.8492)
O (-3.7207, 2.3728, -1.9859)
B (-4.2395, 1.7978, -0.6981)
O (-5.1881, 0.6370, -0.6441)
B (-5.0460, -0.2208, -1.8368)
Br (-5.7678, -2.1252, -1.6512)
O (-4.4179, 0.2097, -3.1266)
H (0.7441, 2.3958, -1.3794)
H (0.0453, -1.8081, -1.8890)
H (0.8947, -0.8443, -3.2713)
H (-1.4061, -1.1637, -4.1281)
H (-2.2314, -1.1095, -2.4333)
H (-1.8702, 1.1918, -4.6613)
H (-1.1267, 1.8145, -3.0445)
H (-3.8929, 2.2019, 0.3752)
C (-5.7440, -2.3720, 2.5179)
C (-5.0377, -3.6038, 2.0242)
O (-4.2648, -3.5755, 1.0690)
N (-5.2746, -4.7823, 2.6696)
C (-6.1379, -5.0265, 3.8005)
H (-5.4537, -1.5145, 1.9038)
H (-6.8265, -2.5028, 2.4379)
H (-5.4601, -2.1665, 3.5535)
H (-4.7623, -5.5641, 2.2778)
H (-5.5281, -5.4347, 4.6098)
H (-6.8830, -5.7682, 3.5035)
H (-6.6410, -4.1214, 4.1438)
C (5.2005, 1.8028, -5.5356)
C (4.1951, 2.1192, -4.4636)
O (3.2713, 2.9091, -4.6466)
N (4.3281, 1.5002, -3.2551)
C (5.3325, 0.5496, -2.8413)
H (4.9622, 2.3723, -6.4386)
H (6.2034, 2.0852, -5.2043)
H (5.1653, 0.7378, -5.7802)
H (3.6131, 1.7658, -2.5876)
H (4.8253, -0.3720, -2.5469)
H (5.8546, 0.9640, -1.9758)
H (6.0522, 0.3330, -3.6321)
C (6.1629, 5.0695, -5.1105)
C (7.5488, 4.4877, -5.1416)
O (7.7494, 3.2754, -5.1133)
N (8.6057, 5.3483, -5.2033)
C (8.5848, 6.7911, -5.2445)
H (5.4287, 4.2602, -5.0615)
H (6.0407, 5.7002, -4.2258)
H (5.9785, 5.6480, -6.0197)
H (9.5041, 4.8795, -5.2208)
H (9.0836, 7.1107, -6.1623)
H (9.1453, 7.1624, -4.3834)
H (7.5712, 7.1940, -5.2211)
C (2.2005, -4.4856, -4.4882)
C (1.1951, -4.1692, -3.4163)
O (0.2713, -3.3793, -3.5993)
N (1.3281, -4.7883, -2.2077)
C (2.3325, -5.7388, -1.7939)
H (1.9622, -3.9161, -5.3912)
H (3.2034, -4.2032, -4.1569)
H (2.1653, -5.5506, -4.7328)
H (0.6131, -4.5227, -1.5403)
H (1.8253, -6.6605, -1.4995)
H (2.8546, -5.3244, -0.9285)
H (3.0522, -5.9554, -2.5847)
C (-3.6787, 2.0785, 6.1584)
C (-4.1035, 0.6368, 6.1887)
O (-4.8121, 0.1829, 7.0846)
N (-3.6794, -0.1793, 5.1810)
C (-2.8504, 0.1540, 4.0473)
H (-4.0947, 2.5995, 7.0257)
H (-2.5886, 2.1494, 6.2037)
H (-4.0550, 2.5615, 5.2527)
H (-4.0073, -1.1338, 5.2730)
H (-3.4140, -0.0693, 3.1385)
H (-1.9599, -0.4780, 4.0816)
H (-2.5526, 1.2036, 4.0429)
C (-11.0732, -5.7857, 4.5519)
C (-10.1221, -5.8513, 3.3896)
O (-9.0685, -5.2184, 3.3707)
N (-10.4555, -6.6440, 2.3304)
C (-11.6340, -7.4595, 2.1580)
H (-10.6699, -5.1145, 5.3157)
H (-12.0398, -5.3937, 4.2240)
H (-11.1943, -6.7782, 4.9940)
H (-9.7646, -6.6344, 1.5891)
H (-11.3123, -8.4943, 2.0203)
H (-12.1507, -7.1214, 1.2567)
H (-12.3114, -7.3987, 3.0111)
C (1.8721, 2.0054, 3.7089)
C (0.8667, 2.3218, 4.7808)
O (-0.0570, 3.1117, 4.5978)
N (0.9997, 1.7027, 5.9894)
C (2.0041, 0.7522, 6.4032)
H (1.6338, 2.5749, 2.8059)
H (2.8751, 2.2878, 4.0402)
H (1.8370, 0.9404, 3.4643)
H (0.2848, 1.9683, 6.6568)
H (1.4969, -0.1695, 6.6976)
H (2.5263, 1.1666, 7.2686)
H (2.7239, 0.5356, 5.6124)
C (6.5251, 5.8773, 0.3710)
C (7.1728, 6.0508, -0.9745)
O (6.8792, 6.9776, -1.7265)
N (8.1147, 5.1405, -1.3562)
C (8.5973, 3.9917, -0.6276)
H (5.7981, 6.6787, 0.5318)
H (5.9982, 4.9202, 0.4131)
H (7.2795, 5.9325, 1.1604)
H (8.5031, 5.3262, -2.2738)
H (9.6750, 4.1059, -0.4909)
H (8.4046, 3.1022, -1.2319)
H (8.1158, 3.8829, 0.3453)

Forces on atoms 1 to 6 (eV/Å):
O 1.340 0.439 -8.207
C -0.545 0.908 5.044
O -2.594 -1.607 0.875
C 0.539 -1.004 0.612
C 0.225 -0.643 -0.924
C -1.123 0.805 0.227

- SMILES: O=C(O)CCCB1OBOB(Br)O1.CNC(C)=O.CNC(C)=O.CNC(C)=O.CNC(C)=O.CNC(C)=O.CNC(C)=O.CNC(C)=O.CNC(C)=O
- Strongest force on any atom: 0.162 Eh/bohr
- Gap between HOMO and LUMO: 0.3371 Eh
- Calculated total energy: -5170.2991 Ha
- HOMO level: -8.849 eV

4.
C28H64Cl2N8O10 | ωB97M-V/def2-TZVPD

Cartesian coordinates (Å):
O (-0.2658, 2.0960, -0.5919)
C (0.2263, 0.9213, -0.0411)
C (-0.5929, -0.5024, -0.3596)
O (-1.9233, -0.6123, -0.8386)
H (0.2301, 1.0195, 1.0444)
H (1.2773, 0.7470, -0.2714)
H (-0.4383, -1.3691, 0.2832)
H (-0.0591, -0.8814, -1.2311)
C (6.8616, -0.2734, 0.9162)
C (5.5879, 0.4867, 0.5610)
O (5.5615, 1.6597, 0.7282)
N (4.4888, -0.0707, 0.0459)
C (3.2068, 0.5975, -0.0207)
H (7.8506, -0.1203, 0.4842)
H (6.5639, -1.2270, 0.4799)
H (6.9331, -0.4847, 1.9831)
H (4.5657, -1.0246, -0.2771)
H (2.4648, 0.2339, 0.6902)
H (2.6719, 0.4977, -0.9652)
H (3.2602, 1.6573, 0.2281)
C (3.3481, 0.2252, -4.3408)
C (2.0185, 0.8818, -4.2503)
O (1.1094, 0.6190, -5.0578)
N (1.7652, 1.6376, -3.1479)
C (0.5921, 2.3506, -2.9084)
H (3.6200, -0.3446, -3.4523)
H (4.0802, 1.0308, -4.3964)
H (3.3531, -0.4303, -5.2118)
H (2.5159, 1.8203, -2.4974)
H (-0.3159, 1.9106, -3.3208)
H (0.6373, 3.3914, -3.2290)
H (0.4359, 2.5437, -1.8471)
C (0.5519, 2.4760, 2.6797)
C (1.7421, 3.0821, 1.8478)
O (2.4225, 3.9112, 2.3381)
N (1.8302, 2.7445, 0.5508)
C (2.4857, 3.6013, -0.4100)
H (0.8413, 1.4868, 3.0344)
H (-0.4369, 2.5242, 2.2236)
H (0.4217, 3.1241, 3.5464)
H (1.1141, 2.1669, 0.1340)
H (1.8157, 4.1135, -1.1004)
H (3.0482, 2.9116, -1.0393)
H (3.1035, 4.3666, 0.0598)
C (-1.5574, 0.1405, 2.2562)
C (-2.3645, 1.4197, 1.8618)
O (-2.5380, 1.7893, 0.6734)
N (-2.8337, 2.0853, 2.9420)
C (-3.6178, 3.2445, 2.9457)
H (-1.6697, -0.4491, 1.3463)
H (-2.0260, -0.4547, 3.0398)
H (-0.4980, 0.3728, 2.3649)
H (-2.7223, 1.5655, 3.8008)
H (-4.3583, 3.1579, 3.7409)
H (-4.1590, 3.3977, 2.0121)
H (-3.1652, 4.2036, 3.1976)
C (-4.2919, -0.2754, -4.3699)
C (-2.9484, 0.0644, -3.8100)
O (-2.7983, 1.1610, -3.1661)
N (-1.9663, -0.6917, -4.1847)
C (-0.6075, -0.3229, -3.8136)
H (-4.1115, -0.2260, -5.4438)
H (-5.0912, 0.4328, -4.1521)
H (-4.5799, -1.3050, -4.1577)
H (-2.1393, -1.6867, -4.1930)
H (-0.3381, 0.6146, -4.3000)
H (0.1924, -1.0527, -3.9392)
H (-0.4114, 0.0372, -2.8037)
C (2.5366, -1.9143, -0.4135)
C (1.8903, -2.9179, 0.5153)
O (2.5786, -3.4290, 1.3938)
N (0.5264, -2.8083, 0.4728)
C (-0.4167, -3.5432, 1.3115)
H (1.8453, -1.0812, -0.5403)
H (2.7477, -2.4147, -1.3586)
H (3.3176, -1.3979, 0.1447)
H (0.2077, -2.0355, -0.0941)
H (-0.1083, -4.5869, 1.3726)
H (-1.4297, -3.4565, 0.9185)
H (-0.4800, -3.0164, 2.2637)
C (0.9031, -1.4907, 2.2920)
C (1.4531, -0.2982, 3.0518)
O (2.3954, 0.3800, 2.6476)
N (0.7515, 0.0849, 4.1229)
C (0.9852, 1.0957, 5.0909)
H (1.7582, -2.1029, 2.0053)
H (0.3170, -1.3010, 1.3928)
H (0.3852, -2.1607, 2.9783)
H (-0.1010, -0.4515, 4.1990)
H (0.7359, 0.8513, 6.1235)
H (0.2399, 1.8185, 4.7588)
H (1.9300, 1.6343, 5.0179)
C (-5.2221, -0.9541, 1.2472)
C (-3.8733, -0.5668, 0.6041)
O (-3.8789, 0.3092, -0.1435)
N (-2.7896, -1.2788, 0.6787)
C (-2.5255, -2.5282, 1.3934)
H (-5.3025, -0.9024, 2.3330)
H (-5.2966, -2.0380, 1.1589)
H (-6.0566, -0.4176, 0.7956)
H (-2.0654, -0.7380, 0.2279)
H (-2.3828, -3.4296, 0.7974)
H (-3.2711, -2.6602, 2.1775)
H (-1.4776, -2.4221, 1.6739)
Cl (-4.3589, -3.0024, -3.2788)
C (-3.2824, -2.1542, -2.1461)
C (-1.8330, -2.7269, -2.1986)
Cl (-1.8506, -4.5284, -1.7705)
H (-3.6398, -2.2312, -1.1192)
H (-3.2040, -1.0876, -2.3562)
H (-1.2332, -2.2071, -1.4515)
H (-1.3946, -2.6124, -3.1900)

Forces on atoms 1 to 6 (eV/Å):
O -0.288 -2.115 1.547
C -3.743 -1.382 -0.499
C 0.591 1.762 -4.379
O 7.375 5.125 -7.106
H 0.156 -0.382 0.056
H -1.109 -0.734 -0.656

- Charge: -2
- Strongest force on any atom: 0.274 Eh/bohr
- Gap between HOMO and LUMO: 0.1941 Eh
- Calculated total energy: -3215.1578 Ha
- HOMO level: -1.045 eV
- Energy above the lowest of the compared OMol25 structures with the same formula, charge and spin: 26.069 eV